[1]
Formula: C4H8BrNO
Source: OMol25
Level of theory: ωB97M-V with the def2-TZVPD basis set

Geometry (Å):
1 Br -3.75806 3.34947 -0.70628
2 O -1.52370 1.06422 0.80511
3 N -0.53903 1.40752 -1.17473
4 C 0.92359 -0.63806 1.45541
5 C 0.42014 -1.25608 -0.89625
6 C -0.68548 0.72936 -0.01480
7 C 0.25070 -0.43405 0.13418
8 H -1.14790 2.18606 -1.37474
9 H 0.43415 -1.44254 2.00322
10 H -3.04572 2.46360 0.14659
11 H 0.14252 1.14821 -1.86378
12 H -0.10484 -1.13032 -1.82910
13 H 0.88032 0.26295 2.05895
14 H 1.96439 -0.91879 1.30220
15 H 1.06663 -2.11578 -0.83147

Atoms 1-6, force components in eV/Å:
Br -0.1 0.2 -0.2
O 0.0 -0.2 0.5
N 0.0 0.2 -0.4
C -0.1 0.0 0.1
C 0.0 0.1 0.1
C -0.1 0.2 -0.5

Summary:
E_LUMO (eV): 0.808
Calculated total energy (a.u.): -2861.22887
Gap between HOMO and LUMO (eV): 10.93
SMILES string: C=C(C)C(N)=O.Br
Relative energy (zero: lowest compared OMol25 entry of this formula, charge and spin) (kJ/mol): 0.37

---

[2]
Formula: C5H10Cl2Si
Source: OMol25
Level of theory: ωB97M-V with the def2-TZVPD basis set

Geometry (Å):
1 Cl 0.43176 1.91669 3.21343
2 Cl -2.54479 0.28875 2.41373
3 Si 0.48598 0.28288 -0.91158
4 C 0.22350 0.55749 2.06301
5 C -0.98304 -0.31510 1.88660
6 C -1.04057 0.24232 -2.23921
7 C -0.37273 0.87588 0.67767
8 C 1.66087 -1.29735 -0.75944
9 H 1.88131 -1.47173 0.27130
10 H 1.12314 -2.14358 -1.17330
11 H 1.36317 1.31319 -1.31003
12 H 1.17434 0.02726 2.08882
13 H -1.05224 -1.40694 1.85301
14 H 2.56968 -1.26556 -1.31930
15 H -0.82581 1.88903 0.61707
16 H -0.88983 0.84684 -3.12599
17 H -1.21324 -0.77140 -2.57314
18 H -1.99149 0.43135 -1.67264

Atoms 1-6, force components in eV/Å:
Cl -0.5 -0.6 -0.2
Cl 0.0 -0.1 0.5
Si -1.5 -1.1 -0.6
C 0.3 0.2 -0.8
C -0.4 3.2 -1.6
C 0.5 -0.8 1.9

Summary:
E_LUMO (eV): 0.715
Calculated total energy (a.u.): -1406.31588
Gap between HOMO and LUMO (eV): 9.98
SMILES string: C[SiH](C)[C@H]1[C@H](Cl)[C@@H]1Cl
Relative energy (zero: lowest compared OMol25 entry of this formula, charge and spin) (kJ/mol): 540.23

---

[3]
Formula: C3H10N2O
Source: OMol25
Level of theory: ωB97M-V with the def2-TZVPD basis set

Geometry (Å):
1 O 2.41574 0.60757 -0.05214
2 N 2.44159 -1.84919 0.36674
3 N -1.98914 0.11792 -0.98670
4 C -3.11313 0.94721 1.11417
5 C 2.87144 -0.77867 -0.52401
6 C -2.10157 1.08114 0.20554
7 H -2.27981 0.69212 -1.79887
8 H -3.15599 1.60183 2.06086
9 H -2.53252 -0.71043 -0.83592
10 H 1.55848 -2.20382 0.07078
11 H 2.28209 -1.02368 -1.53403
12 H 3.21611 1.17462 0.39715
13 H 2.30305 -1.49217 1.37544
14 H 3.88597 -0.74041 -0.72548
15 H -1.66483 2.02776 -0.01346
16 H -4.13748 0.54819 0.87991

Atoms 1-6, force components in eV/Å:
O 3.1 0.1 0.8
N 0.7 1.5 2.1
N 0.2 3.4 1.8
C -0.1 1.8 0.5
C -4.5 0.8 -0.6
C -3.1 -2.6 -1.8

Summary:
E_LUMO (eV): 0.971
Calculated total energy (a.u.): -304.93723
Gap between HOMO and LUMO (eV): 9.68
SMILES string: C=CN.NCO
Relative energy (zero: lowest compared OMol25 entry of this formula, charge and spin) (kJ/mol): 360.80

---

> Among the records above, which one has the highest gap between HOMO and LUMO?

C4H8BrNO